(1)
Formula: C4H5O3
Source: OMol25
Level of theory: the ωB97M-V functional and the def2-TZVPD basis

Atoms and positions in Å:
C1 -0.097 -2.640 0.343
C2 1.072 -1.947 0.506
C3 -0.573 -0.636 -0.044
C4 -0.732 1.754 -0.176
O1 -1.095 -1.789 0.077
O2 0.680 -0.617 0.141
O3 -1.279 0.446 -0.357
H1 -0.353 -3.630 0.651
H2 2.169 -2.372 0.477
H3 -1.517 2.384 -0.096
H4 -0.100 1.974 -0.947
H5 -0.183 1.777 0.813

The LUMO energy is -3.88 eV. As for the total charge: +1. The max |F| comes out at 4.5 eV/Å. As for the HOMO energy: -15.52 eV. The orbital gap is 11.63 eV. The energy relative to the best compared isomer or geometry (same formula, charge and spin) is 0.871 eV.

Atom charges from the natural (NBO) analysis, given in e for atoms 1 to 2: C 0.080; C 0.039

(2)
Formula: C26H50DyNOP3
Source: OMol25
Level of theory: the ωB97M-V functional and the def2-TZVPD basis

Atoms and positions in Å:
Dy1 -0.116 -0.777 0.470
P1 0.609 -1.280 3.279
P2 2.453 -1.230 -0.955
P3 -1.592 -3.104 0.773
H1 -3.707 2.586 -0.648
C1 -4.275 1.974 0.045
C2 -4.049 1.921 1.393
H2 -3.178 2.403 1.867
C3 1.497 -0.128 4.392
C4 1.830 -2.675 3.266
C5 -0.647 -1.856 4.493
C6 2.662 -0.674 -2.717
C7 3.884 -0.317 -0.229
C8 3.058 -2.956 -1.028
C9 -3.039 -2.337 1.598
C10 -1.015 -4.393 1.906
C11 -2.434 -4.083 -0.501
H3 -5.217 1.550 -0.382
H4 -4.720 1.351 2.019
H5 0.846 0.685 4.733
H6 2.383 0.297 3.908
H7 1.836 -0.671 5.279
H8 2.619 -2.470 2.523
H9 1.333 -3.624 3.018
H10 2.305 -2.783 4.255
H11 -1.588 -1.320 4.297
H12 -0.300 -1.563 5.496
H13 -0.810 -2.944 4.474
H14 2.243 -1.386 -3.441
H15 3.710 -0.455 -2.993
H16 2.079 0.245 -2.874
H17 4.814 -0.500 -0.800
H18 4.049 -0.545 0.831
H19 3.659 0.770 -0.243
H20 3.993 -3.054 -1.592
H21 2.309 -3.641 -1.438
H22 3.217 -3.336 -0.019
H23 -3.735 -3.162 1.511
H24 -3.458 -1.457 1.091
H25 -2.903 -2.091 2.648
H26 -1.802 -5.134 1.813
H27 -0.876 -4.114 2.947
H28 -0.060 -4.795 1.523
H29 -3.094 -4.709 0.109
H30 -1.743 -4.733 -1.044
H31 -3.040 -3.489 -1.199
C12 -1.718 -0.347 -2.426
C13 -0.923 -0.520 -3.593
C14 -1.472 -1.396 -4.544
C15 -2.775 -1.929 -4.377
C16 -3.598 -1.460 -3.331
C17 -3.101 -0.564 -2.406
O1 -1.160 -0.365 -1.237
H32 0.266 0.758 -0.723
H33 0.072 -0.083 -3.714
H34 -0.884 -1.718 -5.435
H35 -3.177 -2.651 -5.093
H36 -4.623 -1.802 -3.221
H37 -3.640 -0.190 -1.544
C18 2.748 4.313 -1.014
N1 1.462 4.591 -1.702
C19 1.674 5.073 -3.083
C20 0.428 3.405 -1.731
C21 0.233 2.933 -0.317
C22 -0.102 3.914 0.600
C23 0.098 3.702 1.960
C24 0.764 2.537 2.329
C25 1.001 1.512 1.355
C26 0.457 1.585 0.022
H38 3.222 3.431 -1.458
H39 2.594 4.189 0.061
H40 3.348 5.197 -1.196
H41 0.974 5.327 -1.171
H42 2.202 4.297 -3.629
H43 0.704 5.264 -3.536
H44 2.273 5.971 -3.005
H45 -0.518 3.838 -2.145
H46 0.824 2.614 -2.398
H47 -0.490 4.873 0.231
H48 -0.166 4.468 2.670
H49 1.229 2.489 3.345
H50 1.785 0.749 1.599

The LUMO energy (spin up / spin down) is -8.99 / -8.92 eV. As for the total charge: +3. As for the multiplicity: 6. The max |F| comes out at 3.4 eV/Å. As for the HOMO energy (spin up / spin down): -14.84 / -14.87 eV. The orbital gap (spin up / spin down) is 5.85 / 5.95 eV. Its expectation value of S² is 9.3375. The energy relative to the best compared isomer or geometry (same formula, charge and spin) is 0.494 eV.

Atom charges from the Löwdin analysis, given in e for atoms 1 to 2: Dy 1.178; P 0.739

(3)
Formula: C3H10N2O
Source: OMol25
Level of theory: the ωB97M-V functional and the def2-TZVPD basis

Atoms and positions in Å:
C1 -0.393 1.734 -1.344
C2 0.156 0.812 -0.294
N1 -0.095 1.051 1.102
C3 0.969 -0.184 -0.659
N2 1.625 -0.989 0.287
H1 -1.367 2.103 -1.148
H2 -0.539 1.190 -2.279
H3 0.205 2.623 -1.496
H4 -1.046 1.374 1.184
H5 0.559 1.721 1.488
H6 1.258 -0.338 -1.694
H7 1.297 -0.692 1.201
H8 1.384 -1.973 0.249
O1 -1.784 -1.992 0.788
H9 -1.556 -1.293 0.168
H10 -1.738 -2.836 0.330

The LUMO energy is 0.81 eV. The max |F| comes out at 1.4 eV/Å. As for the HOMO energy: -8.13 eV. The orbital gap is 8.94 eV. The energy relative to the best compared isomer or geometry (same formula, charge and spin) is 1.201 eV. As for the SMILES: C/C(N)=C/N.O.

Atom charges from the natural (NBO) analysis, given in e for atoms 1 to 2: C -0.647; C 0.057

(4)
Formula: C2H9N5O
Source: OMol25
Level of theory: the ωB97M-V functional and the def2-TZVPD basis

Atoms and positions in Å:
C1 0.170 2.111 -0.839
N1 -0.508 0.852 -0.392
N2 -1.748 1.175 0.242
C2 0.195 -0.158 0.123
N3 1.447 -0.358 -0.165
N4 1.869 -1.659 0.320
N5 -0.550 -1.085 0.934
O1 -1.628 -1.712 0.188
H1 0.535 2.614 0.039
H2 -0.589 2.674 -1.342
H3 1.080 1.812 -1.433
H4 -1.620 0.655 1.115
H5 -2.346 0.446 -0.191
H6 2.655 -1.373 1.054
H7 2.419 -2.037 -0.461
H8 -0.052 -1.797 1.388
H9 -1.328 -2.161 -0.579

The LUMO energy is 0.87 eV. The max |F| comes out at 3.4 eV/Å. As for the HOMO energy: -8.54 eV. The orbital gap is 9.41 eV. The energy relative to the best compared isomer or geometry (same formula, charge and spin) is 5.868 eV. As for the SMILES: CN(N)/C(=N/N)NO.

Atom charges from the natural (NBO) analysis, given in e for atoms 1 to 2: C -0.406; N -0.276

(5)
Formula: C24H45AlBBeBrCsF6N3O16Si2
Source: OMol25
Level of theory: the ωB97M-V functional and the def2-TZVPD basis

Atoms and positions in Å:
N1 0.631 -1.458 4.010
C1 1.334 -0.268 3.678
C2 2.845 -0.560 3.451
C3 3.131 -1.252 2.120
N2 3.572 -0.348 1.051
C4 2.701 0.778 0.787
O1 2.957 1.248 -0.552
C5 2.034 0.984 -1.475
F1 1.778 -0.373 -1.545
F2 2.516 1.332 -2.666
F3 0.853 1.586 -1.301
C6 1.970 -2.198 1.665
O2 2.213 -3.403 1.641
O3 0.871 -1.601 1.418
H1 0.566 -1.750 4.995
H2 -0.278 -1.618 3.563
H3 1.256 0.445 4.494
H4 0.848 0.173 2.816
H5 3.372 0.398 3.497
H6 3.257 -1.157 4.265
H7 3.982 -1.913 2.288
H8 3.619 -0.908 0.205
H9 2.931 1.615 1.449
H10 1.638 0.538 0.889
Al1 4.406 -1.578 -2.258
Br1 -1.425 -0.742 5.244
C7 2.355 5.585 3.148
C8 2.293 6.100 4.579
O4 1.599 5.263 5.501
C9 2.274 4.181 6.088
O5 3.442 4.380 6.583
C10 2.351 2.924 5.105
F4 1.223 2.820 4.370
F5 2.444 1.802 5.838
F6 3.376 2.948 4.261
H11 1.401 5.144 2.858
H12 2.581 6.415 2.478
H13 3.135 4.839 3.008
H14 1.716 7.026 4.580
H15 3.284 6.352 4.962
H16 1.501 3.806 6.818
Be1 1.775 -2.250 -3.065
O6 5.967 1.961 2.486
H17 5.348 2.456 3.026
B1 4.501 -4.499 -5.813
O7 5.296 -5.553 -6.398
C11 4.509 -6.350 -7.133
O8 4.849 -7.308 -7.746
C12 3.062 -5.780 -7.025
O9 2.083 -6.215 -7.538
O10 3.130 -4.699 -6.238
O11 4.588 -4.497 -4.298
C13 5.043 -3.375 -3.910
O12 5.179 -2.961 -2.749
C14 5.335 -2.492 -5.141
O13 5.744 -1.377 -4.965
O14 4.998 -3.133 -6.211
C15 -7.302 1.433 2.717
Si1 -5.963 1.870 1.498
C16 -5.264 3.555 1.969
C17 -6.736 1.978 -0.214
N3 -4.734 0.634 1.559
Si2 -3.255 0.508 0.644
C18 -2.144 1.995 0.990
C19 -3.608 0.411 -1.206
C20 -2.355 -1.025 1.150
H18 -8.092 2.188 2.703
H19 -7.750 0.468 2.476
H20 -6.899 1.376 3.730
H21 -6.112 4.223 2.134
H22 -4.641 3.974 1.179
H23 -4.673 3.506 2.884
H24 -7.020 0.996 -0.590
H25 -6.065 2.443 -0.937
H26 -7.634 2.593 -0.129
H27 -2.512 2.906 0.518
H28 -1.163 1.753 0.574
H29 -2.040 2.177 2.060
H30 -4.367 -0.339 -1.428
H31 -2.675 0.121 -1.694
H32 -3.934 1.366 -1.618
H33 -2.959 -1.916 0.967
H34 -2.115 -0.992 2.215
H35 -1.417 -1.134 0.602
O15 -6.865 3.501 6.124
H36 -7.164 3.522 5.210
H37 -6.838 2.565 6.347
Cs1 6.897 1.214 0.549
C21 -2.569 -4.180 -5.914
C22 -1.090 -3.920 -5.627
C23 -0.511 -3.828 -7.036
O16 -1.556 -3.299 -7.857
C24 -2.793 -3.320 -7.153
H38 -3.233 -3.917 -5.092
H39 -2.722 -5.235 -6.150
H40 -0.974 -2.964 -5.108
H41 -0.616 -4.695 -5.025
H42 -0.230 -4.815 -7.416
H43 0.361 -3.178 -7.103
H44 -3.057 -2.292 -6.876
H45 -3.571 -3.710 -7.810

The LUMO energy is -6.04 eV. The max |F| comes out at 4.3 eV/Å. As for the HOMO energy: -7.58 eV. The orbital gap is 1.54 eV.

Atom charges from the Löwdin analysis, given in e for atoms 1 to 2: N 0.067; C -0.247

(6)
Formula: C20H60O10
Source: OMol25
Level of theory: the ωB97M-V functional and the def2-TZVPD basis

Atoms and positions in Å:
C1 -1.343 -1.912 5.275
C2 -0.499 -1.102 4.263
O1 0.745 -0.774 4.848
H1 -2.330 -2.110 4.858
H2 -1.492 -1.281 6.151
H3 -0.802 -2.837 5.470
H4 -1.006 -0.148 4.119
H5 -0.387 -1.488 3.249
H6 1.092 0.055 4.511
C3 0.453 3.870 1.192
C4 -0.067 4.582 2.396
O2 0.678 4.255 3.531
H7 -0.297 3.997 0.411
H8 0.545 2.786 1.269
H9 1.373 4.326 0.825
H10 -1.055 4.193 2.640
H11 -0.133 5.665 2.290
H12 0.279 4.702 4.281
C5 -1.345 0.375 -0.865
C6 -0.539 -0.631 -0.004
O3 0.693 -0.739 -0.574
H13 -2.376 0.367 -0.510
H14 -1.256 0.083 -1.912
H15 -0.944 1.379 -0.722
H16 -1.058 -1.589 -0.047
H17 -0.545 -0.399 1.061
H18 1.164 -1.257 0.083
C7 3.533 -4.523 0.307
C8 3.554 -3.001 0.412
O4 2.668 -2.544 1.427
H19 2.525 -4.938 0.272
H20 3.969 -4.847 1.251
H21 4.116 -4.919 -0.525
H22 3.394 -2.618 -0.596
H23 4.556 -2.717 0.734
H24 3.169 -2.493 2.244
C9 1.821 2.507 -1.737
C10 2.550 3.432 -2.788
O5 1.945 4.673 -3.002
H25 2.072 2.819 -0.723
H26 2.032 1.448 -1.885
H27 0.745 2.594 -1.886
H28 2.598 2.887 -3.731
H29 3.597 3.457 -2.484
H30 1.782 5.088 -2.152
C11 -1.492 2.690 -4.636
C12 -3.021 2.666 -4.453
O6 -3.392 3.875 -5.107
H31 -1.205 2.700 -5.688
H32 -1.152 1.867 -4.008
H33 -1.050 3.572 -4.171
H34 -3.192 2.595 -3.379
H35 -3.546 1.814 -4.883
H36 -4.341 3.952 -4.983
C13 -3.772 1.597 2.561
C14 -4.669 0.733 3.498
O7 -4.156 -0.549 3.646
H37 -2.776 1.632 3.002
H38 -4.169 2.612 2.565
H39 -3.629 1.194 1.558
H40 -5.681 0.784 3.097
H41 -4.762 1.148 4.502
H42 -4.159 -0.903 2.753
C15 -0.484 -5.688 -0.621
C16 -0.759 -4.628 -1.703
O8 -1.605 -5.303 -2.680
H43 -0.175 -5.167 0.285
H44 0.300 -6.407 -0.858
H45 -1.400 -6.225 -0.375
H46 0.190 -4.246 -2.080
H47 -1.418 -3.853 -1.312
H48 -1.324 -4.813 -3.456
C17 3.182 1.673 1.627
C18 2.770 1.203 3.010
O9 1.438 1.496 3.475
H49 2.703 1.214 0.762
H50 4.250 1.562 1.441
H51 3.065 2.744 1.459
H52 3.522 1.707 3.618
H53 2.864 0.121 3.100
H54 1.216 2.429 3.526
C19 0.155 -1.556 -3.797
C20 0.406 -2.888 -4.460
O10 -0.772 -3.704 -4.814
H55 -0.400 -0.883 -4.451
H56 1.107 -1.156 -3.448
H57 -0.451 -1.715 -2.905
H58 1.120 -3.356 -3.784
H59 0.999 -2.723 -5.360
H60 -0.512 -4.488 -5.303

The LUMO energy is 0.38 eV. The max |F| comes out at 3.1 eV/Å. As for the HOMO energy: -9.38 eV. The orbital gap is 9.77 eV. The energy relative to the best compared isomer or geometry (same formula, charge and spin) is 2.767 eV. As for the SMILES: CCO.CCO.CCO.CCO.CCO.CCO.CCO.CCO.CCO.CCO.

Atom charges from the Löwdin analysis, given in e for atoms 1 to 2: C -0.069; C -0.325

(7)
Formula: CH2I2O4S2
Source: OMol25
Level of theory: the ωB97M-V functional and the def2-TZVPD basis

Atoms and positions in Å:
C1 -1.075 -0.377 -0.841
O1 -1.239 -0.914 1.774
O2 0.951 -1.026 0.692
O3 -3.207 -1.371 0.455
O4 -3.460 -0.110 2.591
S1 -0.415 -1.249 0.371
S2 -2.762 -0.383 1.383
I1 -1.039 -3.581 -0.152
I2 -2.864 1.612 0.018
H1 -2.062 -0.666 -1.066
H2 -0.450 -0.663 -1.686

The LUMO energy (spin up / spin down) is -1.87 / -1.87 eV. The max |F| comes out at 2.2 eV/Å. As for the HOMO energy (spin up / spin down): -8.56 / -8.56 eV. The orbital gap (spin up / spin down) is 6.69 / 6.69 eV.

Atom charges from the natural (NBO) analysis, given in e for atoms 1 to 2: C -1.074; O -0.840

(8)
Formula: C5H10NS
Source: OMol25
Level of theory: the ωB97M-V functional and the def2-TZVPD basis

Atoms and positions in Å:
C1 0.096 0.514 0.098
C2 -1.203 0.788 0.147
C3 1.971 1.692 1.681
C4 0.320 -1.971 -1.230
C5 -2.142 -0.183 -0.440
N1 1.331 1.025 0.725
S1 0.783 -1.240 0.266
H1 -1.435 1.702 0.750
H2 2.947 2.029 1.491
H3 1.577 2.127 2.675
H4 -0.763 -1.601 -1.255
H5 0.603 -3.001 -1.012
H6 -3.085 0.316 -0.431
H7 -2.153 -1.164 0.122
H8 -1.677 -0.297 -1.506
H9 1.852 1.050 -0.111
H10 0.977 -1.786 -1.969

The LUMO energy (spin up / spin down) is -5.46 / -5.46 eV. As for the total charge: +1. The max |F| comes out at 4.9 eV/Å. As for the HOMO energy (spin up / spin down): -12.78 / -12.78 eV. The orbital gap (spin up / spin down) is 7.32 / 7.32 eV. The energy relative to the best compared isomer or geometry (same formula, charge and spin) is 5.385 eV.

Atom charges from the natural (NBO) analysis, given in e for atoms 1 to 2: C -0.053; C -0.080